# 1
Formula: C31H42N6O3PSSe2SiTeY
Source: the OMol25 dataset
Level of theory: ωB97M-V/def2-TZVPD

XYZ file:
```
89
Properties=species:S:1:pos:R:3:forces:R:3
Y -0.703336 -0.264246 -0.827407 -0.1 -0.5 0.0
C 0.861918 0.215423 1.018256 0.1 0.2 -0.1
Si 2.536078 0.568164 0.351261 -0.2 -0.2 0.1
C 2.582098 -0.372757 -1.310839 0.0 0.1 0.1
N 1.427800 -0.053679 -2.193037 0.0 -0.3 -0.1
C 1.340426 -1.041081 -3.311650 0.1 0.0 0.0
C 2.223118 -0.659906 -4.491048 0.0 0.1 0.0
C 1.686440 0.625717 -5.142956 0.0 0.0 0.0
C 0.968182 1.499819 -4.101882 0.0 0.0 0.0
C 1.609339 1.326725 -2.734991 -0.1 0.0 0.0
C 3.983167 -0.179538 1.307142 0.0 0.1 0.0
C 5.006237 0.598785 1.856549 0.0 -0.1 0.0
C 6.041180 0.019347 2.581399 0.0 0.0 0.0
C 6.072601 -1.354700 2.770783 0.0 0.0 0.0
C 5.061735 -2.145240 2.240666 0.0 0.0 0.0
C 4.028192 -1.561807 1.521769 0.0 0.1 0.0
C 2.914053 2.389142 0.089920 0.0 0.0 0.0
C 4.039752 2.774689 -0.647279 -0.1 0.1 0.1
C 4.330194 4.113327 -0.866697 0.0 0.0 0.0
C 3.495410 5.096842 -0.350091 0.0 0.0 0.0
C 2.377361 4.735865 0.387442 0.0 0.0 0.0
C 2.094159 3.391972 0.605981 0.1 0.0 0.0
H 0.497684 0.977526 1.715307 0.1 0.0 0.0
H 0.984387 -0.720200 1.576677 0.1 0.0 0.1
H 2.508608 -1.426402 -1.018042 0.0 0.0 0.0
H 3.525084 -0.266372 -1.864287 0.0 0.0 0.0
H 0.304688 -1.095753 -3.656665 0.0 0.0 0.0
H 1.622431 -2.016580 -2.909774 0.0 0.0 0.0
H 2.252478 -1.479989 -5.209765 0.0 0.0 0.0
H 3.248647 -0.518453 -4.139969 0.0 0.0 0.0
H 0.995035 0.372956 -5.948698 0.0 0.0 0.0
H 2.512015 1.179251 -5.595187 0.0 0.0 0.0
H -0.089884 1.243657 -4.046160 0.0 0.0 0.0
H 1.026997 2.553272 -4.378737 0.0 0.0 0.0
H 1.211413 2.040302 -2.012315 0.0 0.0 0.0
H 2.683213 1.535035 -2.817732 0.0 0.0 0.0
H 4.992234 1.673116 1.716703 0.0 0.0 0.0
H 6.822929 0.642166 2.998861 0.0 0.0 0.0
H 6.879429 -1.808409 3.332659 0.0 0.0 0.0
H 5.078274 -3.218019 2.390941 0.0 0.0 0.0
H 3.233900 -2.193921 1.133940 0.0 0.0 0.0
H 4.701087 2.015210 -1.054241 0.0 0.0 0.0
H 5.205572 4.391809 -1.440681 0.0 0.0 0.0
H 3.717320 6.142567 -0.522589 0.0 0.0 0.0
H 1.720392 5.499076 0.786269 0.0 0.0 0.0
H 1.209493 3.117234 1.167474 0.0 0.0 0.0
C -5.454428 0.071798 2.034652 0.0 0.1 0.0
C -5.017661 1.519895 2.115359 -0.1 -0.2 0.0
O -4.147956 1.868151 1.024124 0.0 0.1 0.0
P -2.606279 1.508541 0.978559 0.1 0.2 0.1
O -2.352273 0.030284 0.741637 0.0 -0.3 0.0
Te -1.549374 2.756018 -0.703568 0.0 0.3 0.0
O -2.092065 1.757545 2.479698 0.0 0.1 -0.2
C -1.883735 3.103869 2.952864 0.1 0.0 0.1
C -1.054267 3.027809 4.212626 0.0 0.0 -0.1
H -6.240534 -0.114115 2.768645 0.0 0.0 0.0
H -4.617645 -0.596777 2.249237 -0.1 0.1 0.0
H -5.836736 -0.150498 1.038158 0.0 0.0 0.0
H -4.513913 1.711801 3.063260 0.0 0.1 0.0
H -5.867443 2.192561 2.024524 0.0 0.0 0.0
H -2.851652 3.576856 3.137844 0.0 0.0 0.0
H -1.367905 3.676056 2.178411 0.0 0.0 0.0
H -1.566285 2.446762 4.979804 0.0 0.0 0.0
H -0.877834 4.034141 4.594270 0.0 0.0 0.0
H -0.093088 2.559169 4.001018 0.0 0.0 0.0
N -0.853698 -4.530501 1.969678 0.0 0.0 0.0
C -0.510498 -3.296884 1.548376 -0.1 -0.1 0.1
N -1.032922 -2.272463 2.226458 0.0 0.0 0.0
S 0.513592 -3.124206 0.220386 0.1 0.2 -0.1
H -1.284846 -4.678068 2.866148 0.0 0.0 0.0
H -0.446113 -5.315662 1.494560 0.0 0.0 0.0
H -1.760753 -2.414134 2.905933 0.0 0.0 0.0
H -0.792568 -1.319091 1.988784 0.0 0.0 0.0
Se -4.680754 -0.048128 -3.214407 -0.5 0.0 -0.1
C -2.934303 -0.025888 -3.091258 0.6 -0.1 0.1
N -1.764736 -0.060320 -2.957029 -0.1 0.1 0.1
Se -1.595922 -3.454863 -2.760626 0.3 0.2 -0.2
N -2.102439 -2.453811 -1.377699 -0.5 0.0 0.3
C -3.273211 -2.931320 -0.965056 0.0 -0.3 -0.3
C -4.054992 -2.446380 0.133032 0.1 0.0 -0.1
C -5.217545 -3.074862 0.424843 0.0 0.1 0.1
C -5.701148 -4.194448 -0.327484 -0.1 -0.1 0.0
C -5.013101 -4.686125 -1.378763 0.0 0.0 0.0
C -3.768932 -4.072837 -1.726650 0.0 0.3 0.3
N -3.009129 -4.483848 -2.715820 0.0 -0.2 -0.1
H -3.706214 -1.580428 0.670964 0.0 0.0 0.0
H -5.825578 -2.713784 1.245370 0.0 0.0 0.0
H -6.645871 -4.640658 -0.043701 0.0 0.0 0.0
H -5.366758 -5.523067 -1.964403 0.0 0.0 0.0
```
Positions in Å, forces in eV/Å.

As for the net charge: 0. Its calculated total energy is -214949.28921 eV. Its gap between HOMO and LUMO is 6.524 eV. As for the molar mass: 1012.3 g/mol. The calculation puts the LUMO energy at -0.93 eV. The energy above the lowest of the compared OMol25 structures with the same formula, charge and spin comes out at 0.0 kcal per mole. The HOMO energy is -7.45 eV.

***

# 2
Formula: C31H43AlBr3F6NNbO12
Source: the OMol25 dataset
Level of theory: ωB97M-V/def2-TZVPD

XYZ file:
```
98
Properties=species:S:1:pos:R:3:forces:R:3
C -4.142180 2.244977 1.153405 -0.5 0.0 0.3
N -3.563966 0.995715 1.611393 1.1 0.1 -0.1
C -2.193357 0.997779 2.060976 -1.9 -0.7 -0.2
Nb -0.541939 1.564216 0.580156 2.7 0.8 -1.1
O 0.831844 2.210571 -0.684813 -0.8 -0.5 0.3
C 0.463536 -0.351165 1.234342 -0.5 0.1 0.7
C 1.989674 -0.296168 1.061722 0.0 -0.1 -0.4
C 2.548814 -1.555955 0.401784 0.0 0.2 0.5
C 4.040760 -1.438212 0.111656 -0.2 -0.3 -0.3
C 4.678168 -2.750411 -0.340229 -0.3 -0.1 0.1
C 3.912065 -3.427533 -1.460017 0.7 0.1 -0.9
O 3.051798 -4.502549 -0.940635 -0.3 0.5 0.6
C 1.777303 -4.438198 -1.121033 0.3 -0.3 0.1
C 0.940291 -4.966359 -0.010000 -0.2 -0.1 0.0
O 1.298125 -3.971475 -2.174136 -0.6 0.3 -0.5
C 0.665410 2.616621 2.203367 -0.1 0.5 -0.1
C 1.120409 4.057584 1.706957 0.2 -0.2 0.0
C 2.594409 4.034647 1.682221 0.4 0.3 -1.1
F 3.276348 4.642230 2.661515 -0.2 -1.2 0.9
C 3.373076 3.348628 0.747549 -0.7 0.6 0.5
F 4.142849 2.337591 1.028702 1.1 0.5 0.2
F 3.398287 3.649917 -0.517569 -0.8 -0.8 -0.3
C -1.448993 0.419668 -1.157760 0.2 -0.1 -0.2
C -1.689925 1.237121 -2.440324 0.0 -0.4 0.3
C -1.244746 0.484876 -3.667962 -0.1 -0.2 -0.3
F 0.105240 0.517768 -3.810856 -0.1 -0.1 0.1
F -1.774355 0.965382 -4.797962 0.1 0.1 0.0
F -1.578222 -0.840612 -3.636969 0.1 0.2 0.0
H -5.229202 2.145915 1.147013 0.0 0.0 0.0
H -3.822805 2.518528 0.141089 0.2 0.0 0.1
H -3.872048 3.034835 1.851792 0.0 0.0 -0.1
H -3.730376 0.237050 0.962374 -0.2 -0.1 0.1
H -2.125436 1.624246 2.955716 0.4 0.4 -0.2
H -1.947064 -0.029986 2.351374 0.1 0.0 -0.1
H -1.559276 3.086747 0.299819 -0.5 -0.2 0.7
H 0.904491 1.736589 -1.525524 0.2 0.3 -0.1
H 0.242695 -0.615988 2.272725 -0.1 -0.1 0.0
H 0.040427 -1.152204 0.613122 -0.1 0.0 0.1
H 2.466846 -0.141197 2.032222 0.1 0.0 -0.1
H 2.302196 0.523153 0.409965 0.0 0.2 0.2
H 2.369702 -2.407317 1.072285 -0.1 -0.1 -0.2
H 1.972367 -1.676780 -0.526490 0.1 -0.3 0.1
H 4.563495 -1.075144 0.997191 0.1 0.1 -0.1
H 4.181106 -0.713845 -0.699507 0.0 0.2 0.2
H 4.802658 -3.437669 0.500442 0.0 0.0 -0.1
H 5.678483 -2.525241 -0.712765 0.2 -0.1 0.1
H 4.586742 -3.885079 -2.182813 -0.1 -0.3 0.1
H 3.304264 -2.711404 -2.015352 -0.2 -0.1 0.1
H 0.967985 -6.058040 -0.012295 0.0 0.0 0.0
H 1.322077 -4.619120 0.948545 0.1 0.0 -0.1
H -0.089318 -4.632837 -0.124537 0.0 -0.1 0.0
H 0.036812 2.714079 3.093903 0.0 0.0 0.0
H 1.504077 1.979410 2.495441 0.1 0.0 -0.2
H 0.694365 4.315581 0.737685 0.0 0.0 0.0
H 0.805917 4.784309 2.457111 0.0 0.2 -0.2
H -0.687774 -0.339850 -1.377301 0.0 0.0 0.1
H -2.354351 -0.128318 -0.886742 0.0 -0.1 0.0
H -2.750634 1.453430 -2.557471 0.1 0.2 0.0
H -1.121404 2.169163 -2.447074 -0.2 0.1 -0.1
C -5.345792 2.928490 6.017141 0.2 0.0 -0.1
C -6.408071 2.574093 6.752015 0.1 0.2 0.0
C -7.129441 1.267759 6.532524 -0.1 0.0 0.0
O -8.073477 1.031762 7.264515 0.0 0.1 0.0
C -6.662267 0.393758 5.479637 0.0 -0.1 0.0
C -5.600422 0.746935 4.735457 -0.3 0.2 0.4
C -4.864115 2.047599 4.975383 0.0 0.2 0.2
O -3.896658 2.295981 4.273235 -0.1 -0.1 0.0
O -5.146522 -0.009886 3.764432 0.1 -0.6 -0.2
O -6.902890 3.334187 7.717354 -0.1 -0.1 0.0
H -4.830556 3.863990 6.172060 0.0 0.0 0.0
H -7.194830 -0.533179 5.319251 0.0 0.0 0.0
H -4.387449 0.399168 3.303281 0.0 0.4 -0.1
H -7.666592 2.845158 8.083615 0.0 0.0 0.0
Al -0.325035 -3.819768 -3.337253 0.4 0.1 0.2
C 3.794477 -5.146997 -7.613708 0.0 -0.1 0.1
C 3.700918 -4.257520 -8.617861 0.0 0.0 0.0
C 3.071071 -2.890142 -8.431213 -0.1 0.0 0.1
O 3.049269 -2.153949 -9.393184 0.0 0.0 -0.1
C 2.530601 -2.541583 -7.123269 0.0 0.1 0.0
C 2.632210 -3.436696 -6.140947 0.0 0.0 0.0
C 3.278032 -4.790063 -6.320108 0.0 0.0 -0.1
O 3.304703 -5.497374 -5.322708 0.0 0.0 0.1
O 2.185631 -3.256752 -4.891329 -0.3 0.0 0.2
O 4.140408 -4.484937 -9.837513 0.0 0.0 0.0
H 4.242260 -6.122676 -7.738011 0.0 0.0 0.0
H 2.071289 -1.570742 -6.999781 0.0 0.0 0.0
H 2.444935 -4.085953 -4.427005 0.2 0.0 0.0
H 3.954241 -3.683775 -10.365700 0.0 0.0 0.0
C 7.402051 -0.549599 -1.207680 0.0 0.0 -0.6
O 7.178388 -1.353893 -0.172985 0.1 0.2 0.1
H 6.513699 0.049283 -1.523847 0.0 0.1 0.2
H 8.151006 0.247180 -0.954528 -0.1 0.0 0.2
H 7.815059 -1.037478 -2.108606 0.1 -0.1 0.1
C -7.323209 6.634906 5.800645 0.0 0.0 0.0
Br -8.254524 5.191516 4.935931 0.0 0.0 -0.1
Br -5.421974 6.540112 5.510605 0.0 0.1 0.0
Br -8.023714 8.339462 5.269769 0.0 0.0 0.0
H -7.490444 6.531951 6.862962 0.0 0.0 0.0
```
Positions in Å, forces in eV/Å.

As for the net charge: +1. Its calculated total energy is -293463.41563 eV. Its gap between HOMO and LUMO is 1.675 eV. As for the molar mass: 1095.3 g/mol. The calculation puts the LUMO energy at -7.39 eV. The HOMO energy is -9.07 eV.

***

- The lowest gap between HOMO and LUMO belongs to which entry?
  C31H43AlBr3F6NNbO12

***

- The highest HOMO belongs to which entry?
  C31H42N6O3PSSe2SiTeY

***

- What is the molar mass in the first record?
  1012.3 g/mol